Molecular formula: C9H31N9O6
Method: DFT, ωB97M-V with the def2-TZVPD basis set

Last columns: bonded neighbours and bond lengths (Å).
Geometry (Å):
1 C -0.10 5.14 2.41  O2 1.400, H3 1.090, H4 1.090, H5 1.090
2 O -0.16 4.31 3.53  C1 1.400, H6 0.960
3 H 0.91 5.32 2.05  C1 1.090
4 H -0.39 4.52 1.56  C1 1.090
5 H -0.69 6.06 2.48  C1 1.090
6 H 0.72 4.06 3.84  O2 0.960
7 C 2.45 3.29 5.81  O8 1.244, N9 1.346, N10 1.299
8 O 2.07 3.48 4.64  C7 1.244
9 N 1.92 4.00 6.82  C7 1.346, H11 1.010, H12 1.010
10 N 3.40 2.46 6.13  C7 1.299, H13 1.010, H14 1.010
11 H 1.11 4.53 6.53  N9 1.010
12 H 2.02 3.77 7.80  N9 1.010
13 H 4.00 2.69 6.91  N10 1.010
14 H 3.79 1.99 5.32  N10 1.010
15 C -1.30 5.96 6.26  O16 1.229, N17 1.323, N18 1.300
16 O -0.13 5.58 6.31  C15 1.229
17 N -2.03 5.83 5.16  C15 1.323, H19 1.010, H20 1.010
18 N -1.94 6.44 7.28  C15 1.300, H21 1.010, H22 1.010
19 H -2.82 5.20 5.21  N17 1.010
20 H -1.39 5.66 4.40  N17 1.010
21 H -1.48 6.48 8.18  N18 1.010
22 H -2.94 6.27 7.21  N18 1.010
23 C -2.75 3.44 -0.35  O24 1.186, N25 1.275, N26 1.307
24 O -1.69 3.96 -0.49  C23 1.186
25 N -3.56 3.77 0.58  C23 1.275, H27 1.010, H28 1.010
26 N -3.16 2.48 -1.14  C23 1.307, H29 1.010, H30 1.010
27 H -3.15 4.36 1.30  N25 1.010
28 H -4.54 3.54 0.68  N25 1.010
29 H -4.08 2.09 -1.31  N26 1.010
30 H -2.42 2.25 -1.78  N26 1.010
31 C -2.04 1.59 5.30  O32 1.134, N33 1.276, N34 1.298
32 O -2.40 0.73 5.94  C31 1.134
33 N -2.16 1.73 4.04  C31 1.276, H35 1.010, H36 1.010
34 N -1.52 2.67 5.78  C31 1.298, H37 1.010, H38 1.010
35 H -1.67 2.51 3.61  N33 1.010
36 H -2.77 1.12 3.52  N33 1.010
37 H -1.72 2.86 6.75  N34 1.010
38 H -1.18 3.38 5.15  N34 1.010
39 C 4.17 10.78 4.42  C40 1.522, H45 1.090, H46 1.090, H47 1.090
40 C 3.30 10.45 3.21  C39 1.522, C41 1.559, N44 1.425, H48 1.090
41 C 1.83 10.94 3.35  C40 1.559, O42 1.427, H49 1.090, H50 1.090
42 O 0.88 10.25 2.54  C41 1.427, C43 1.445
43 C 0.46 8.99 3.11  O42 1.445, H51 1.090, H52 1.090, H53 1.090
44 N 3.94 10.96 2.05  C40 1.425, H54 1.010, H55 1.010
45 H 3.71 10.43 5.34  C39 1.090
46 H 4.34 11.84 4.59  C39 1.090
47 H 5.20 10.45 4.41  C39 1.090
48 H 3.20 9.37 3.07  C40 1.090
49 H 1.82 11.97 2.99  C41 1.090
50 H 1.64 10.94 4.42  C41 1.090
51 H 1.23 8.27 3.36  C43 1.090
52 H -0.06 8.39 2.37  C43 1.090
53 H -0.19 8.96 3.99  C43 1.090
54 H 4.92 10.72 1.91  N44 1.010
55 H 3.52 10.59 1.21  N44 1.010

Results
Energy relative to the best compared isomer or geometry (same formula, charge and spin)   0.675 eV
Spin multiplicity   2
Gap between HOMO and LUMO (alpha / beta)   7.8996 / 2.1604 eV
Highest occupied orbital energy (alpha / beta)   -10.8 / -10.8 eV
Total charge   +1
E_LUMO (alpha / beta)   -2.942 / -8.682 eV

Molecular formula: C8H6O4
Method: DFT, ωB97M-V with the def2-TZVPD basis set

Last columns: bonded neighbours and bond lengths (Å).
Geometry (Å):
1 C 1.61 -1.75 -0.01  C2 1.503, O15 1.387, O16 1.158
2 C 0.70 -0.56 -0.01  C1 1.503, C3 1.391, C8 1.422
3 C -0.61 -0.91 -0.32  C2 1.391, C4 1.398, H10 1.071
4 C -1.59 0.06 -0.13  C3 1.398, C5 1.509, C6 1.418
5 C -2.94 -0.60 0.00  C4 1.509, H11 0.978, O17 1.359
6 C -1.25 1.43 0.01  C4 1.418, C7 1.443, H12 1.093
7 C 0.13 1.81 0.20  C6 1.443, C8 1.325, H13 1.223
8 C 0.99 0.83 -0.04  C2 1.422, C7 1.325, O18 1.353
9 H 2.98 -0.41 -0.04  O15 1.025
10 H -0.71 -1.96 -0.54  C3 1.071
11 H -3.67 0.06 0.01  C5 0.978
12 H -2.10 2.12 0.08  C6 1.093
13 H 0.57 2.95 0.13  C7 1.223
14 H 2.36 2.00 0.20  O18 0.979
15 O 2.90 -1.37 0.33  C1 1.387, H9 1.025
16 O 1.26 -2.85 -0.12  C1 1.158
17 O -2.95 -1.92 0.32  C5 1.359
18 O 2.32 1.07 -0.08  C8 1.353, H14 0.979

Results
Energy relative to the best compared isomer or geometry (same formula, charge and spin)   3.234 eV
Spin multiplicity   1
Gap between HOMO and LUMO   8.9855 eV
SMILES   O=Cc1ccc(O)c(C(=O)O)c1
Highest occupied orbital energy   -9.6 eV
E_LUMO   -0.660 eV

Molecular formula: C26H69N3O12
Method: DFT, ωB97M-V with the def2-TZVPD basis set

Last columns: bonded neighbours and bond lengths (Å).
Geometry (Å):
1 C 2.85 -4.17 -2.00  O2 1.377, H10 1.115, H11 1.028, H12 1.033
2 O 2.15 -3.53 -3.00  C1 1.377, C3 1.385
3 C 1.33 -2.53 -2.50  O2 1.385, C4 1.536, H13 1.067, H14 1.080
4 C 0.64 -1.86 -3.69  C3 1.536, N5 1.463, H15 1.073, H16 1.105
5 N 0.03 -0.67 -3.10  C4 1.463, C6 1.503, H17 1.100
6 C -0.80 -0.08 -4.21  N5 1.503, C7 1.487, H18 1.100, H19 1.089
7 C -1.28 1.23 -3.69  C6 1.487, O8 1.251, H20 1.127, H21 1.108
8 O -1.94 1.91 -4.50  C7 1.251, C9 1.417
9 C -2.24 3.26 -4.22  O8 1.417, H22 1.109, H23 1.064, H24 1.112
10 H 3.72 -4.72 -2.42  C1 1.115
11 H 2.20 -4.92 -1.70  C1 1.028
12 H 3.27 -3.64 -1.22  C1 1.033
13 H 2.02 -1.88 -2.00  C3 1.067
14 H 0.53 -2.86 -1.85  C3 1.080
15 H -0.09 -2.47 -4.19  C4 1.073
16 H 1.37 -1.52 -4.44  C4 1.105
17 H 0.86 0.04 -2.97  N5 1.100
18 H -1.77 -0.60 -4.34  C6 1.100
19 H -0.13 -0.18 -5.06  C6 1.089
20 H -0.42 1.78 -3.21  C7 1.127
21 H -1.88 1.13 -2.77  C7 1.108
22 H -1.34 3.78 -3.81  C9 1.109
23 H -2.87 3.23 -3.36  C9 1.064
24 H -2.65 3.87 -5.05  C9 1.112
25 C 3.40 1.13 -7.04  O26 1.452, H34 1.075, H35 1.082, H36 1.147
26 O 3.85 0.96 -5.67  C25 1.452, C27 1.396
27 C 2.79 1.12 -4.77  O26 1.396, C28 1.530, H37 1.084, H38 1.056
28 C 3.11 0.56 -3.38  C27 1.530, N29 1.466, H39 1.099, H40 1.121
29 N 2.06 0.99 -2.45  C28 1.466, C30 1.452, H41 1.056
30 C 2.42 0.69 -1.07  N29 1.452, C31 1.480, H42 1.005, H43 1.121
31 C 1.41 1.22 -0.13  C30 1.480, O32 1.222, H44 1.146, H45 1.100
32 O 1.44 0.99 1.07  C31 1.222, C33 1.369
33 C 0.87 -0.15 1.56  O32 1.369, H46 1.102, H47 1.132, H48 1.103
34 H 3.03 2.10 -7.30  C25 1.075
35 H 2.61 0.41 -7.23  C25 1.082
36 H 4.17 0.83 -7.82  C25 1.147
37 H 1.92 0.61 -5.17  C27 1.084
38 H 2.48 2.13 -4.77  C27 1.056
39 H 4.05 1.02 -3.05  C28 1.099
40 H 3.22 -0.55 -3.47  C28 1.121
41 H 2.04 2.03 -2.63  N29 1.056
42 H 3.36 0.90 -0.80  C30 1.005
43 H 2.28 -0.41 -0.88  C30 1.121
44 H 0.37 1.12 -0.59  C31 1.146
45 H 1.50 2.32 -0.13  C31 1.100
46 H -0.20 -0.04 1.34  C33 1.102
47 H 1.20 -0.31 2.63  C33 1.132
48 H 1.23 -1.01 0.97  C33 1.103
49 C -3.43 2.07 -0.91  O50 1.448, H58 1.136, H59 1.106, H60 1.095
50 O -2.41 3.00 -0.49  C49 1.448, C51 1.448
51 C -1.85 2.50 0.75  O50 1.448, C52 1.462, H61 1.126, H62 1.033
52 C -0.91 3.50 1.25  C51 1.462, N53 1.395, H63 1.156, H64 1.025
53 N 0.16 3.05 2.02  C52 1.395, C54 1.483, H65 0.994
54 C 1.12 4.11 2.42  N53 1.483, C55 1.558, H66 1.092, H67 1.076
55 C 1.82 3.56 3.70  C54 1.558, O56 1.248, H68 1.106, H69 1.087
56 O 2.95 3.95 4.08  C55 1.248, C57 1.471
57 C 3.02 5.40 4.34  O56 1.471, H70 1.086, H71 1.057, H72 1.071
58 H -2.92 1.05 -0.94  C49 1.136
59 H -3.92 2.38 -1.85  C49 1.106
60 H -4.20 1.92 -0.15  C49 1.095
61 H -1.31 1.54 0.54  C51 1.126
62 H -2.61 2.47 1.46  C51 1.033
63 H -1.42 4.43 1.72  C52 1.156
64 H -0.73 4.03 0.39  C52 1.025
65 H 0.74 2.32 1.66  N53 0.994
66 H 0.55 4.97 2.77  C54 1.092
67 H 1.86 4.36 1.68  C54 1.076
68 H 1.79 2.46 3.75  C55 1.106
69 H 1.23 3.87 4.56  C55 1.087
70 H 2.09 5.63 4.85  C57 1.086
71 H 2.95 5.83 3.38  C57 1.057
72 H 3.87 5.70 4.92  C57 1.071
73 C -4.50 0.64 3.33  C74 1.449, H76 1.050, H77 1.137, H78 1.057
74 C -4.31 -0.37 4.35  C73 1.449, O75 1.424, H79 1.076, H80 1.131
75 O -3.92 0.44 5.46  C74 1.424, H81 0.958
76 H -3.58 1.05 3.04  C73 1.050
77 H -5.16 1.47 3.74  C73 1.137
78 H -5.01 0.32 2.46  C73 1.057
79 H -3.50 -1.06 4.20  C74 1.076
80 H -5.24 -0.99 4.52  C74 1.131
81 H -3.02 0.21 5.67  O75 0.958
82 C -3.02 -1.56 0.87  C83 1.514, H85 1.136, H86 1.142, H87 1.083
83 C -2.47 -1.73 -0.54  C82 1.514, O84 1.440, H88 1.068, H89 1.082
84 O -1.09 -1.32 -0.57  C83 1.440, H90 0.967
85 H -2.85 -0.60 1.45  C82 1.136
86 H -2.76 -2.49 1.48  C82 1.142
87 H -4.09 -1.67 0.77  C82 1.083
88 H -2.93 -0.97 -1.12  C83 1.068
89 H -2.58 -2.71 -0.99  C83 1.082
90 H -0.68 -1.40 -1.44  O84 0.967
91 C -1.40 -4.08 4.86  C92 1.420, O94 1.435, H95 1.127, H96 1.105
92 C -0.55 -2.94 4.76  C91 1.420, O93 1.325, H97 1.095, H98 1.103
93 O -1.10 -1.94 4.09  C92 1.325, H99 0.992
94 O -1.34 -4.91 3.69  C91 1.435, H100 0.935
95 H -2.46 -3.73 5.00  C91 1.127
96 H -1.04 -4.68 5.71  C91 1.105
97 H 0.31 -3.10 4.10  C92 1.095
98 H -0.21 -2.58 5.75  C92 1.103
99 H -1.03 -2.22 3.14  O93 0.992
100 H -1.35 -4.35 2.94  O94 0.935
101 C 1.01 -3.78 0.89  C102 1.466, O104 1.378, H105 1.107, H106 1.046
102 C 1.75 -4.53 1.92  C101 1.466, O103 1.461, H107 1.141, H108 1.081
103 O 2.97 -4.98 1.26  C102 1.461, H109 0.947
104 O -0.07 -3.07 1.36  C101 1.378, H110 0.934
105 H 0.58 -4.58 0.26  C101 1.107
106 H 1.72 -3.10 0.54  C101 1.046
107 H 1.14 -5.44 2.27  C102 1.141
108 H 1.88 -3.91 2.79  C102 1.081
109 H 3.61 -4.30 1.44  O103 0.947
110 H -0.34 -2.43 0.74  O104 0.934

Results
Energy relative to the best compared isomer or geometry (same formula, charge and spin)   5.429 eV
Spin multiplicity   1
Gap between HOMO and LUMO   8.7038 eV
SMILES   COCCNCCOC.COCCNCCOC.COCCNCCOC.OCCO.OCCO.CCO.CCO
Highest occupied orbital energy   -8.3 eV
E_LUMO   0.422 eV